No. 1
C31H48B2F2HfN3O3P2S | the ωB97M-V functional and the def2-TZVPD basis

Structure (XYZ):
```
93
Properties=species:S:1:pos:R:3:mulliken_charge:R:1
Hf -0.7283 -0.0646 0.1267 0.525
C -0.0700 3.6038 1.9999 -1.569
C -0.2106 4.1169 0.5596 1.767
C -1.6473 4.5839 0.3263 -1.842
C 0.7224 5.3252 0.3914 -1.651
P 0.2326 2.6453 -0.5251 0.816
C 2.0745 2.6162 -0.2974 -2.097
N 2.5174 1.2556 -0.1769 0.592
B 1.6902 0.0968 0.0172 0.852
N 2.6407 -0.9790 0.1429 0.679
C 2.3387 -2.3724 0.3424 -1.796
P 0.5344 -2.5821 0.0210 0.349
C 0.4656 -3.1996 -1.7484 2.056
C 1.3347 -2.2343 -2.5712 -2.336
C 0.9795 -4.6281 -1.9350 -1.805
C -0.9708 -3.0993 -2.2698 -1.782
C 0.0182 -3.9008 1.2448 2.156
C -1.3085 -4.5483 0.8460 -1.851
C -0.1670 -3.1502 2.5720 -1.811
C 1.0697 -5.0016 1.4423 -1.744
C 3.9384 -0.4912 0.0402 0.478
C 5.1623 -1.1386 0.0980 -0.855
C 6.3106 -0.3689 -0.0462 -0.791
C 6.2355 1.0090 -0.2364 -0.843
C 5.0104 1.6627 -0.2911 -0.711
C 3.8616 0.8986 -0.1571 0.475
C 0.0405 3.0175 -2.3595 1.801
C -1.4344 3.1005 -2.7581 -1.606
C 0.6491 1.7918 -3.0604 -1.559
C 0.7434 4.2844 -2.8512 -1.807
H -0.3157 4.4150 2.6898 0.622
H 0.9482 3.2804 2.2262 0.242
H -0.7435 2.7749 2.2058 0.101
H -1.9244 5.2731 1.1279 0.549
H -2.3705 3.7678 0.3304 0.181
H -1.7402 5.1308 -0.6106 0.325
H 0.4532 6.0663 1.1486 0.541
H 0.6152 5.8022 -0.5785 0.304
H 1.7727 5.0824 0.5425 0.287
H 2.3284 3.1802 0.6017 0.840
H 2.5642 3.1157 -1.1372 0.474
H 2.5707 -2.6870 1.3625 0.830
H 2.9227 -3.0053 -0.3317 0.583
H 2.3823 -2.2413 -2.2710 0.255
H 0.9751 -1.2034 -2.4916 0.672
H 1.2818 -2.5190 -3.6244 0.634
H 1.9620 -4.7883 -1.4895 0.292
H 1.0666 -4.8314 -3.0052 0.516
H 0.2865 -5.3597 -1.5209 0.344
H -1.3596 -2.0793 -2.2036 0.267
H -1.6594 -3.7523 -1.7376 0.270
H -0.9797 -3.3859 -3.3242 0.591
H -2.0811 -3.8084 0.6375 0.131
H -1.6424 -5.1773 1.6754 0.550
H -1.1901 -5.1972 -0.0222 0.310
H -0.9522 -2.3993 2.4977 0.197
H 0.7519 -2.6572 2.8981 0.265
H -0.4497 -3.8640 3.3503 0.629
H 1.1664 -5.6391 0.5667 0.327
H 0.7466 -5.6341 2.2730 0.554
H 2.0560 -4.6165 1.6990 0.292
H 5.2275 -2.2077 0.2561 0.478
H 7.2797 -0.8474 -0.0051 0.409
H 7.1480 1.5807 -0.3393 0.411
H 4.9617 2.7352 -0.4314 0.500
H -1.9867 2.2155 -2.4478 0.056
H -1.4976 3.1576 -3.8479 0.548
H -1.9306 3.9780 -2.3523 0.283
H 0.1015 0.8799 -2.7960 0.022
H 1.7014 1.6435 -2.8155 0.181
H 0.5659 1.9175 -4.1426 0.711
H 0.2139 5.1835 -2.5401 0.400
H 0.7427 4.2733 -3.9442 0.495
H 1.7809 4.3612 -2.5280 0.253
O -3.9463 0.5475 -0.6943 -0.530
S -3.9693 1.2238 0.6656 1.181
O -4.6662 2.4575 0.6370 -0.662
N -2.4348 1.2754 1.1305 -0.351
C -2.2246 0.4584 2.1830 0.885
O -1.0376 0.1296 2.4002 -0.862
C -3.4536 -0.1303 2.7561 0.238
C -3.6062 -0.9224 3.8751 -0.488
C -4.8774 -1.4164 4.1468 -0.689
C -5.9575 -1.1329 3.3149 -0.590
C -5.8062 -0.3414 2.1806 -0.819
C -4.5406 0.1366 1.9301 0.160
H -2.7631 -1.1456 4.5151 0.574
H -5.0323 -2.0340 5.0208 0.438
H -6.9324 -1.5346 3.5544 0.434
H -6.6399 -0.1172 1.5294 0.533
F -2.1758 -1.4656 0.4213 -0.777
B -2.6687 0.1457 -1.4151 0.611
F -3.0511 -0.2970 -2.5896 -0.101
```

The total charge is +1. Its HOMO energy is -10.15 eV. The calculation puts the HOMO-LUMO gap at 6.61 eV. As for the total energy: -2978.42106 hartree.



No. 2
C31H48Br2ClGeN4O2SSi3V | the ωB97M-V functional and the def2-TZVPD basis

Structure (XYZ):
```
94
Properties=species:S:1:pos:R:3:lowdin_spin:R:1
V -0.4070 -0.2391 0.8657 2.662
C -2.9008 2.1357 1.0808 0.014
C -1.8554 2.2627 2.1457 0.037
C -2.0784 3.1756 3.2125 -0.004
C -1.2278 3.2339 4.2569 0.026
C -0.1276 2.3390 4.3134 0.000
C 0.7829 2.2337 5.3913 0.013
Br 0.6394 3.3923 6.8965 0.002
C 1.7552 1.2818 5.3788 -0.002
C 1.8900 0.3952 4.2949 0.012
Br 3.2252 -0.9289 4.3892 0.003
C 1.0698 0.4580 3.1752 0.006
O 1.1567 -0.2871 2.1330 0.022
C 0.0374 1.4743 3.2190 0.012
N -0.7956 1.4979 2.1171 0.011
H -2.9602 3.0363 0.4675 0.002
H -3.8703 1.9806 1.5618 0.001
H -2.6988 1.2919 0.4282 0.007
H -2.9643 3.7991 3.1804 -0.001
H -1.3990 3.9206 5.0762 0.002
H 2.4348 1.1937 6.2154 0.000
C -5.6853 -2.3758 -0.5085 0.000
C -5.5806 -1.4667 0.6860 0.000
C -6.6613 -0.7005 1.0973 -0.001
C -6.4708 0.0729 2.2265 0.000
N -5.3358 0.1104 2.9073 0.000
C -4.3378 -0.6685 2.4327 0.001
S -2.8902 -0.6151 3.3763 0.010
N -4.4183 -1.4434 1.3346 0.000
H -6.5486 -3.0357 -0.4101 0.000
H -4.7805 -2.9725 -0.5946 0.000
H -5.8176 -1.8010 -1.4296 0.000
H -7.6040 -0.7136 0.5662 0.000
H -7.2753 0.6980 2.6059 0.000
Cl -1.1097 -5.3338 -1.4376 -0.003
C -1.5521 -3.6517 -1.4100 0.000
C -2.5346 -3.1730 -2.2492 0.032
C -2.8270 -1.8267 -2.1880 0.000
C -2.1400 -1.0173 -1.3031 0.033
N -1.1823 -1.4978 -0.4872 0.010
C -0.8917 -2.8019 -0.5428 0.037
H -3.0371 -3.8379 -2.9397 0.002
H -3.5788 -1.3871 -2.8305 -0.001
H -2.3188 0.0494 -1.2736 0.004
H -0.1090 -3.1648 0.1055 0.005
C 0.5110 1.1758 -3.9531 0.000
Si 1.5626 -0.2168 -3.2642 -0.002
C 3.0931 -0.1301 -4.3547 -0.001
C 0.6904 -1.7819 -3.8387 0.000
Ge 1.7301 -0.2385 -0.8511 0.011
Si 3.1380 1.6451 -0.4666 0.007
C 4.6833 1.8596 -1.5148 0.002
C 2.1840 3.2466 -0.7488 0.001
C 3.7255 1.7697 1.3002 0.000
Si 3.2915 -2.0100 -0.6217 -0.003
C 4.0964 -2.0795 1.0528 0.000
C 2.4713 -3.6888 -0.8116 0.001
C 4.7077 -2.0353 -1.8620 -0.002
H 0.4514 1.0537 -5.0425 0.000
H 0.9543 2.1579 -3.7482 0.000
H -0.4969 1.1677 -3.5349 0.000
H 2.7583 -0.1398 -5.4007 0.000
H 3.7736 -0.9698 -4.2060 0.000
H 3.6637 0.7870 -4.1932 0.000
H 0.7008 -1.8346 -4.9355 0.000
H -0.3522 -1.7922 -3.5047 0.000
H 1.1690 -2.6862 -3.4520 0.000
H 4.4544 1.8871 -2.5819 0.000
H 5.3988 1.0474 -1.3498 0.000
H 5.1743 2.8042 -1.2446 0.000
H 1.8207 3.3514 -1.7797 0.000
H 2.8583 4.0893 -0.5516 0.000
H 1.3305 3.3407 -0.0658 0.001
H 4.2519 0.8723 1.6337 0.000
H 2.8917 1.9227 1.9912 0.000
H 4.4055 2.6271 1.3827 0.000
H 3.3543 -2.2419 1.8372 0.000
H 4.6316 -1.1603 1.3019 0.000
H 4.8126 -2.9116 1.0516 0.000
H 1.8719 -3.9387 0.0699 0.000
H 3.2518 -4.4546 -0.9091 0.000
H 1.8201 -3.7566 -1.6872 0.000
H 5.0205 -1.0386 -2.1777 0.000
H 4.4345 -2.5977 -2.7613 0.000
H 5.5656 -2.5389 -1.3979 0.000
C -1.6230 -1.4093 2.3275 -0.003
H -0.9106 -1.7668 3.0822 0.004
H -2.1229 -2.2918 1.9149 0.001
C -1.2822 3.2115 -1.7367 0.002
O -0.8036 1.9820 -1.2162 0.019
H -0.8217 3.4419 -2.7000 0.000
H -1.1066 4.0463 -1.0512 0.000
H -2.3562 3.1064 -1.8874 0.000
H 0.1516 2.0235 -1.0759 0.005
```

The spin multiplicity is 4. The total charge is -1. Its HOMO energy (alpha / beta) is -3.41 / -4.08 eV. The calculation puts the HOMO-LUMO gap (alpha / beta) at 5.67 / 6.33 eV. As for the total energy: -11475.55844 hartree.



No. 3
C31H48BrCdN3O5 | the ωB97M-V functional and the def2-TZVPD basis

Structure (XYZ):
```
89
Properties=species:S:1:pos:R:3:mulliken_charge:R:1
Cd 0.5866 0.4760 1.0384 2.805
C -2.9046 -3.9600 -2.3152 -0.994
N -3.1987 -2.7636 -1.5543 0.209
C -4.5552 -2.6906 -1.0410 -1.090
C -2.3143 -1.7836 -1.2513 0.391
O -2.5982 -0.8265 -0.5542 -0.677
C -0.9062 -1.9205 -1.8359 -1.411
O -0.1010 -0.7914 -1.6019 -0.044
C -0.3081 0.2779 -2.4857 -1.505
C -0.7917 1.5204 -1.7385 0.095
O -0.7497 1.5663 -0.5143 -0.797
N -1.1817 2.5788 -2.4704 0.408
C -1.5485 3.8196 -1.7979 -1.030
C -1.1777 2.6487 -3.9163 -1.019
H -3.1437 -4.8433 -1.7182 0.371
H -1.8565 -4.0169 -2.5937 0.322
H -3.5131 -3.9888 -3.2231 0.308
H -4.7450 -3.5148 -0.3484 0.326
H -5.2698 -2.7552 -1.8649 0.332
H -4.6870 -1.7462 -0.5229 0.293
H -0.9644 -2.1283 -2.9093 0.659
H -0.3963 -2.7535 -1.3461 0.671
H -1.0131 -0.0060 -3.2720 0.846
H 0.6579 0.5280 -2.9383 0.716
H -1.5765 3.6579 -0.7253 0.252
H -2.5311 4.1478 -2.1408 0.377
H -0.8153 4.5969 -2.0250 0.321
H -0.8318 1.7237 -4.3675 0.343
H -0.5183 3.4559 -4.2436 0.328
H -2.1845 2.8622 -4.2825 0.347
C 2.7774 -1.0606 0.2876 -0.395
C 2.7734 0.3482 0.7398 -0.601
C 2.9709 1.1115 -0.5239 -0.089
C 3.0584 0.1971 -1.5470 -1.094
C 2.9547 -1.1410 -1.0609 -0.371
C 3.0863 -2.3987 -1.8927 2.314
C 4.5734 -2.6321 -2.2008 -1.887
C 2.5470 -3.6107 -1.1274 -1.745
C 2.3234 -2.2626 -3.2163 -1.600
C 3.0360 2.6167 -0.7957 2.776
C 2.6362 2.9056 -2.2561 -2.094
C 2.0689 3.4371 0.0674 -1.677
C 4.4755 3.1333 -0.6290 -1.882
C 3.5611 0.5490 2.0652 2.453
C 5.0470 0.2786 1.7676 -1.612
C 3.0951 -0.4625 3.1285 -1.642
C 3.4308 1.9304 2.7139 -1.679
H 2.7375 -1.9012 0.9640 0.495
H 3.1737 0.4389 -2.5950 0.578
H 5.1422 -2.7234 -1.2742 0.320
H 4.9852 -1.7946 -2.7670 0.333
H 4.7077 -3.5470 -2.7850 0.475
H 3.1821 -3.8423 -0.2705 0.326
H 2.5186 -4.4928 -1.7714 0.414
H 1.5384 -3.4160 -0.7548 0.206
H 2.7214 -1.4396 -3.8124 0.271
H 1.2665 -2.0705 -3.0247 0.198
H 2.4115 -3.1772 -3.8085 0.509
H 1.6659 2.4576 -2.4851 0.512
H 3.3733 2.5269 -2.9655 0.275
H 2.5600 3.9850 -2.4056 0.505
H 1.0391 3.1240 -0.1105 0.091
H 2.1514 4.4959 -0.1915 0.613
H 2.2538 3.3391 1.1304 0.086
H 5.1589 2.5394 -1.2391 0.291
H 4.8139 3.0813 0.4037 0.279
H 4.5426 4.1759 -0.9513 0.528
H 5.1800 -0.7295 1.3718 0.211
H 5.6447 0.3771 2.6776 0.496
H 5.4259 0.9820 1.0254 0.274
H 3.3498 -1.4886 2.8656 0.311
H 2.0140 -0.3952 3.2865 0.152
H 3.5841 -0.2423 4.0789 0.489
H 3.8773 2.7100 2.1028 0.243
H 3.9604 1.9307 3.6695 0.604
H 2.3847 2.1756 2.9055 0.071
Br -0.4867 -2.9439 2.1623 -0.116
C -1.5333 -1.5077 2.8424 0.066
C -2.7083 -1.7742 3.5120 -0.736
C -3.4379 -0.6806 3.9650 -0.275
C -2.9641 0.5959 3.7234 -0.796
C -1.7586 0.7504 3.0527 0.479
N -1.0499 -0.3004 2.6323 0.090
C -1.2036 2.1609 2.7517 -0.034
O -1.9744 3.0926 2.9464 -0.767
O 0.0009 2.1850 2.3566 -0.780
H -3.0324 -2.7906 3.6775 0.454
H -4.3675 -0.8374 4.4968 0.437
H -3.4934 1.4873 4.0261 0.495
```

The total charge is 0. Its HOMO energy is -7.18 eV. The calculation puts the HOMO-LUMO gap at 7.40 eV. As for the total energy: -4492.30222 hartree.